Molecular formula: C47H42GeIrN2O4S
Method: DFT, ωB97M-V/def2-TZVPD

CARTESIAN COORDINATES (ANGSTROEM)
Ir -0.2932 0.4856 0.2909
Ge -2.7734 0.0235 0.0263
S -0.7252 -3.1733 -0.0267
O 0.2640 2.4717 0.4036
O -0.0170 0.2063 2.2662
O 0.2431 -2.0000 0.1318
O -0.2399 0.5366 -1.7537
N 1.6581 0.1697 -0.1743
N 2.0291 0.1199 -1.4533
C -4.1616 -3.5236 -1.7666
C 0.0139 0.5353 -4.5056
C 1.1231 -5.7678 -1.9928
C -2.6670 -1.3239 -2.5504
C 2.2894 0.1782 4.9439
C -2.9182 -2.3490 -3.4556
C -0.7032 -3.4009 4.5310
C -3.1081 -0.5484 2.9322
C 3.5993 0.2772 2.9164
C -4.0514 3.9991 0.0501
C 1.6589 -3.2328 4.1213
C -5.0940 -0.3844 1.5855
C -5.2806 -0.7849 3.9490
C 3.4527 -5.4040 -2.4555
C -3.8650 1.9907 -1.8697
C 2.3243 -0.1244 -4.2412
C 0.1490 0.4603 -5.8805
C 2.4121 0.2385 2.1191
C 1.3673 0.0861 -6.4350
C 1.4651 -3.6817 2.8221
C -4.3892 3.2324 -2.2076
C 0.9312 0.3014 -2.2203
C -3.9045 -2.4989 -0.8639
C 1.9611 -3.5307 -2.2019
C 1.1260 0.2038 2.8261
C 0.5749 -3.0942 4.9792
C 3.5527 0.2596 4.2665
C -3.4328 1.7380 -0.5659
C -0.3453 3.6838 0.0378
C 2.4524 -0.2030 -5.6178
C -0.0083 -4.4853 0.9604
C -0.4805 -3.8727 -1.6735
C 3.2325 -4.0327 -2.4410
C -3.6659 -3.4507 -3.0625
C -3.8993 -0.7554 4.0589
C -5.8792 -0.6014 2.7085
C -3.5250 2.7600 0.3845
C 2.6184 0.1814 0.7342
C 1.0985 0.2361 -3.6805
C -3.6961 -0.3596 1.6835
C -3.1558 -1.3832 -1.2429
C -4.4808 4.2359 -1.2505
C 2.3934 -6.2730 -2.2343
C 1.1300 0.1304 4.2556
C 0.1891 -4.0040 2.3735
C 0.8952 -4.3948 -1.9707
C -0.8935 -3.8518 3.2322
H 2.6585 -3.0000 4.4670
H 3.3994 -0.4889 -6.0560
H -0.9199 0.8455 -4.0644
H -1.1784 3.5275 -0.6507
H -5.8930 -0.9455 4.8270
H -3.8698 -4.2479 -3.7663
H -4.1351 4.7749 0.8007
H -0.7822 -3.0453 -2.3211
H -4.8941 5.2003 -1.5163
H -4.7492 -4.3791 -1.4578
H -4.7380 3.4139 -3.2166
H -5.5830 -0.2204 0.6306
H 0.2969 -6.4504 -1.8242
H 4.5530 0.3204 2.4056
H 1.4733 0.0288 -7.5106
H -0.7531 4.1310 0.9532
H 4.0537 -3.3498 -2.6216
H 2.2697 0.1479 6.0261
H -3.4320 -0.8906 5.0268
H 3.6336 0.1465 0.3536
H -1.8944 -4.0917 2.8890
H 1.7977 -2.4631 -2.1929
H -4.2841 -2.5816 0.1474
H -0.7160 -5.3172 0.9118
H -3.2096 2.5781 1.4080
H 3.1643 -0.3467 -3.5961
H 2.5540 -7.3430 -2.2545
H -2.0319 -0.5387 3.0306
H 0.3959 4.3733 -0.3637
H -3.8218 1.2140 -2.6240
H 0.1676 0.0606 4.7427
H -1.2399 -4.6547 -1.7599
H -0.6907 0.6975 -6.5202
H 2.3097 -3.7904 2.1512
H -2.5325 -2.2856 -4.4664
H -1.5530 -3.2999 5.1929
H -2.0736 -0.4791 -2.8625
H -6.9578 -0.6182 2.6178
H 4.4438 -5.7946 -2.6470
H 0.7264 -2.7626 5.9992
H 0.9335 -4.7765 0.4936
H 4.4689 0.3005 4.8393

Atoms 1-3, force components in eV/Å:
0.090 1.013 -0.307
0.092 -0.223 0.195
0.209 0.675 0.450

Relative energy (zero: lowest compared OMol25 entry of this formula, charge and spin) ... 100.3 kJ/mol
Multiplicity ... 5
LUMO level (spin up / spin down) ... -3.2 / -5.6 eV
<S²> ... 6.068
Net charge ... +1
Orbital gap (spin up / spin down) ... 6.79 / 5.44 eV
Max |F| ... 1.1 eV Å⁻¹

Molecular formula: C47H42I2N3O7PPbS2
Method: DFT, ωB97M-V/def2-TZVPD

CARTESIAN COORDINATES (ANGSTROEM)
Pb 1.1596 0.0296 -0.6179
I 3.3103 -0.7611 4.4836
I 5.4311 4.7911 3.9431
S 1.7363 -3.5567 1.5506
S 2.1458 2.0010 -3.9033
P -0.7585 2.2573 1.7613
O -0.9937 -1.4040 -0.4690
O -4.6856 -4.3050 0.1391
O 2.3158 1.0553 -2.7888
O 1.7859 0.2093 1.8464
O 0.6175 -2.1719 -2.7821
O 3.4019 2.3557 -4.5367
O 1.2789 3.1268 -3.5960
N 0.2644 -3.8314 3.7099
N 2.1655 2.3449 0.2539
N -0.7166 -4.5560 1.7609
C -3.9374 -0.2968 2.5137
C 0.7898 -1.0710 -6.1631
C -3.6705 -0.7115 3.8108
C -2.1407 6.3881 3.3752
C -1.4066 3.8547 2.4146
C -1.8465 -5.1399 2.4540
C 4.1738 2.0709 3.8481
C -2.5226 -0.2592 4.4509
C -2.7887 5.2506 3.8298
C 0.2797 1.6349 -5.9026
C -2.4270 3.9952 3.3506
C -3.0803 0.5826 1.8637
C -2.8465 -2.7789 -0.2248
C -0.7937 -4.3516 4.5479
C -1.1200 6.2613 2.4384
C -2.9206 3.0031 -1.6626
C 0.2392 -3.2755 -2.4273
C 2.2145 3.4234 -0.4903
C -2.8953 -4.9882 -1.2166
C 4.2472 3.2529 3.1578
C 3.3842 1.0135 3.3913
C -1.0005 -3.4995 -1.6649
C 1.2430 1.0373 -5.1079
C 0.3648 -4.0362 2.3686
C 2.7861 2.3208 1.4540
C -2.0864 -4.3873 3.7505
C -1.6786 -4.7162 -1.8064
C -2.3223 2.1197 -2.5573
C -1.5545 -2.4806 -0.7939
C 2.5987 1.0849 2.2267
C -0.7109 1.4391 -0.8594
C -0.7540 5.0101 1.9729
C -1.2441 1.3512 -2.1521
C -3.4766 -3.9748 -0.4330
C -0.9384 -1.3119 -7.9789
C -1.6671 0.6168 3.7989
C -1.3397 2.3148 0.0291
C 2.9060 4.5766 -0.0772
C -0.4181 0.8769 -6.8362
C 3.5570 3.4065 1.9246
C 1.0707 -4.4834 -2.8269
C -2.4375 3.0891 -0.3683
C -0.1729 -0.4824 -6.9817
C -1.9495 1.0741 2.5107
C 3.5802 4.5620 1.1116
C -5.3559 -3.2777 0.8343
C 1.4918 -0.3246 -5.2332
H 1.1173 -3.4923 4.1230
H -0.7544 0.9424 4.2868
H -0.6261 -4.6958 0.7640
H -0.5565 -5.3585 4.9195
H -2.7122 -5.0772 1.7980
H -2.6909 2.0429 -3.5749
H -1.1792 1.3493 -7.4493
H -2.4043 -3.3670 3.5258
H -2.9542 3.1184 3.7072
H -3.7596 3.6171 -1.9718
H -1.6726 -6.2043 2.6672
H -0.6010 7.1405 2.0755
H -3.4131 -5.9264 -1.3617
H -1.7041 -0.7173 -8.4790
H -2.8698 -4.8780 4.3315
H 0.0529 4.9202 1.2517
H 1.3889 -5.0155 -1.9281
H 0.5093 -5.1791 -3.4545
H -3.5866 5.3336 4.5590
H 4.7265 1.9498 4.7706
H 0.0690 2.6875 -5.7646
H 4.1458 5.4263 1.4366
H 2.2040 -0.7955 -4.5684
H 1.7068 3.3873 -1.4485
H -2.4237 7.3655 3.7475
H -4.3440 -1.3951 4.3154
H -0.2784 -1.7220 -8.7475
H -3.2852 0.8815 0.8434
H -4.8324 -3.0102 1.7585
H -6.3435 -3.6652 1.0798
H -5.4556 -2.3783 0.2212
H -1.4340 -2.1548 -7.4926
H -2.9174 3.7595 0.3376
H -4.8198 -0.6604 1.9983
H 2.9193 5.4467 -0.7204
H 1.9405 -4.1269 -3.3736
H -0.7955 0.6719 -2.8736
H -2.2859 -0.5988 5.4525
H -0.8958 -3.6963 5.4151
H -3.2495 -2.0125 0.4230
H 0.9736 -2.1379 -6.2384
H -1.2397 -5.4846 -2.4325

Atoms 1-3, force components in eV/Å:
-0.098 -0.157 0.126
-0.034 -0.013 0.072
0.018 0.036 0.016

Relative energy (zero: lowest compared OMol25 entry of this formula, charge and spin) ... 53.4 kJ/mol
LUMO level ... 3.5 eV
Net charge ... -2
Orbital gap ... 5.83 eV
Max |F| ... 0.4 eV Å⁻¹